Entry 1:
The following is a DFT calculation (ωB97M-V/def2-TZVPD) of the molecule C19H18N4O at a distorted geometry.

Values from the calculation:
E_tot   -28002.5788 eV
Energy relative to the best compared isomer or geometry (same formula, charge and spin)   0.4916 eV
Gap between HOMO and LUMO   8.2138 eV
LUMO energy   -0.04 eV
Structure (SMILES)   CC(/C=N/NC(=O)Cn1cnc2ccccc21)=C\c1ccccc1

```
42
Properties=species:S:1:pos:R:3:forces:R:3:nbo_charge:R:1
C -2.08489 -1.56625 0.69333 0.0 -0.3 1.0 0.0635
C 3.24950 0.15229 0.23276 0.0 0.0 0.1 -0.1980
C 1.93394 2.17071 0.49941 -0.1 0.1 0.0 -0.2158
H -2.61531 -1.22661 -2.64072 -0.1 0.0 -0.1 0.2338
H -2.55131 1.15905 -2.56106 -0.1 0.0 0.0 0.2117
C 1.09994 1.10085 -3.77375 0.1 0.0 -0.1 -0.2003
N 2.61591 -1.64979 1.85956 0.3 -0.6 -0.1 -0.4491
H 2.12708 1.09549 -4.10786 0.1 0.0 0.0 0.2119
C -1.93331 -0.98948 -0.62238 0.5 0.6 -0.8 -0.0645
H 3.48300 1.90954 -0.94921 0.0 0.0 -0.1 0.2150
C -0.97706 -1.36759 4.02796 0.1 0.3 -0.1 0.6581
H 4.02501 -0.41313 -0.25890 0.1 -0.1 -0.1 0.2245
H 0.43413 2.20805 2.03535 -0.1 0.1 0.0 0.2146
H -2.81745 -2.37668 0.80007 0.1 0.0 0.1 0.1520
H 1.54281 -2.48182 3.45685 -0.1 -0.2 0.2 0.2033
C 0.12809 1.73506 -4.53189 0.0 0.0 0.0 -0.2121
C 1.20786 1.63657 1.54438 -0.1 0.1 0.1 -0.2570
H -0.13888 -0.07687 -0.10794 0.1 0.0 0.1 0.2245
N -1.42011 -1.15667 1.70183 0.0 0.5 -0.6 -0.2376
C 1.51534 0.34031 1.92901 0.5 0.0 -0.4 0.1701
C -1.53178 1.11507 -2.91222 0.1 0.0 0.1 -0.2238
C 1.72573 -1.65139 2.80116 0.1 0.0 0.0 0.2203
H -3.88819 -0.81267 -1.48531 -0.1 0.0 -0.1 0.2175
C -0.56437 0.46399 -2.14603 0.0 0.2 -0.4 0.0029
C -1.18477 1.74781 -4.09177 0.0 0.0 -0.1 -0.2124
C -0.01452 -0.19578 3.85467 -0.1 0.1 0.4 -0.3030
H -3.22418 -2.44156 -1.50908 -0.1 -0.1 0.0 0.2141
H 1.51663 -0.01054 -1.99414 0.1 0.0 0.1 0.2243
H 0.41033 0.03342 4.83946 -0.2 0.0 -0.2 0.2314
H 0.39455 2.22494 -5.45673 0.0 0.0 -0.1 0.2129
H -1.94306 2.25505 -4.67068 -0.1 0.0 0.0 0.2127
O -1.18834 -1.91392 5.08655 0.1 0.0 0.1 -0.5800
C 2.52620 -0.40940 1.27945 -0.5 0.5 0.3 0.0617
N -1.60931 -1.75702 2.89012 -0.8 -1.0 0.1 -0.4391
C -2.97323 -1.38843 -1.62793 0.0 0.1 0.0 -0.6430
H 1.72239 3.17613 0.16755 0.0 0.1 0.0 0.2166
N 1.02145 -0.48865 2.90468 0.2 0.0 0.0 -0.3711
H -0.58075 0.66673 3.49322 0.1 -0.1 0.0 0.2401
C -0.87418 -0.20162 -0.89111 -0.4 -0.5 0.4 -0.1622
H -2.26550 -2.54012 2.96932 0.3 0.2 0.1 0.3799
C 2.93990 1.44323 -0.14054 0.2 0.0 -0.1 -0.2361
C 0.76069 0.48170 -2.58744 -0.2 -0.1 0.0 -0.2125
```
Positions in Å, forces in eV/Å.

Entry 2:
The following is a DFT calculation (ωB97M-V/def2-TZVPD) of the molecule C19H18N4O3.

Values from the calculation:
E_tot   -32098.0683 eV
Energy relative to the best compared isomer or geometry (same formula, charge and spin)   2.7154 eV
Gap between HOMO and LUMO   8.1319 eV
LUMO energy   -0.10 eV
Structure (SMILES)   CC(=O)O/N=C/c1c(NCc2ccccc2)nc2c(C)cccn2c1=O

```
44
Properties=species:S:1:pos:R:3:forces:R:3:nbo_charge:R:1
C -1.90378 -2.52318 1.03165 -0.1 -0.4 0.2 -0.0352
C -3.33242 1.68067 -0.07296 0.1 0.1 -0.1 -0.2505
C 1.73194 -1.76192 0.49755 0.2 0.3 -0.1 0.6505
H 1.60675 -3.86136 1.82492 0.0 0.1 0.0 0.2561
H -3.80072 2.85366 3.06030 0.0 0.0 0.1 0.2126
H -0.22085 2.69673 0.73952 0.1 0.0 0.0 0.2170
H 6.15056 1.77937 -3.96291 0.0 0.0 0.0 0.2397
H 0.91074 1.49282 -1.52755 -0.1 0.1 -0.1 0.4480
C 0.59305 -3.53884 1.63573 0.0 -0.7 0.5 0.0507
C -3.29049 2.59509 2.14424 -0.1 0.0 0.1 -0.2268
O 2.78022 -2.27464 0.83819 0.1 -0.1 0.0 -0.6248
H -1.38364 3.28945 2.82364 0.0 0.0 0.1 0.2131
C -1.78522 -3.66956 1.76102 0.1 0.4 -0.2 -0.1392
N 0.49733 -2.39422 0.90966 -0.4 0.2 -0.1 -0.3859
C -3.98923 2.01845 1.09769 -0.1 0.0 0.0 -0.1988
C -0.51183 -4.19314 2.06892 0.3 0.1 -0.1 -0.2771
C 0.24668 -0.10420 -0.53921 0.2 -0.4 0.1 0.4787
H -5.04777 1.82540 1.19536 -0.1 0.0 0.0 0.2109
C -1.93392 2.83818 2.01102 0.0 0.0 0.1 -0.1998
H -0.41564 -5.09991 2.64191 0.1 -0.1 0.0 0.2302
C -0.72244 -1.85382 0.58039 0.2 -0.1 0.0 0.4431
C -3.21559 -1.91319 0.67034 0.1 0.0 0.0 -0.6297
N 2.70823 1.19511 -1.35149 -0.5 0.1 -0.4 -0.2295
C 2.73668 0.08147 -0.71970 0.9 0.1 0.0 0.1069
N 0.05964 1.01422 -1.23795 0.2 0.1 -0.1 -0.5694
H -1.85335 0.80937 -2.02955 0.0 0.2 0.0 0.2112
H -1.13920 2.43566 -2.12115 0.0 -0.1 0.0 0.2198
C -1.27971 2.50641 0.83823 -0.1 0.0 -0.1 -0.2483
H -4.03722 -2.46618 1.11644 -0.1 -0.1 0.0 0.2121
C -1.25526 1.55103 -1.48960 -0.2 -0.1 0.0 -0.2559
H -3.32968 -1.90398 -0.41180 -0.1 0.1 -0.1 0.2298
N -0.84986 -0.75490 -0.11876 -0.3 0.3 -0.3 -0.5728
H 6.82004 1.30098 -2.40489 0.0 0.0 0.0 0.2411
H -3.88031 1.22452 -0.88478 0.0 -0.1 -0.1 0.2094
H 5.88977 2.81046 -2.52703 0.1 0.1 0.0 0.2322
H -3.24217 -0.87681 1.00116 -0.1 0.1 0.0 0.2447
C -1.97288 1.92047 -0.21283 -0.1 0.1 0.0 0.0848
C 5.97881 1.79173 -2.89002 -0.2 0.0 0.0 -0.7135
H 3.66795 -0.43150 -0.48327 0.0 0.1 -0.1 0.2240
C 1.55396 -0.57341 -0.26578 -0.4 -0.1 0.1 -0.3369
C 4.72631 1.01235 -2.58050 0.3 -0.4 -0.6 0.7778
O 3.95362 1.72707 -1.74901 -0.1 0.2 0.9 -0.3804
O 4.44930 -0.07144 -3.01535 0.0 0.0 0.1 -0.5877
H -2.66843 -4.18445 2.10821 -0.1 0.0 0.0 0.2181
```
Positions in Å, forces in eV/Å.